ORCA calculation (wB97M-V/def2-TZVPD) on a 3-piece molecular cluster, C21H40Cl2INO11P2S3 overall at a distorted geometry.

The geometry in XYZ format:
```
81
C21H40Cl2INO11P2S3 wB97M-V/def2-TZVPD
C 3.3423 -0.3232 -1.0848
C 2.0451 -0.4566 -0.8488
C 0.8679 0.0432 -1.6905
C 1.4006 0.9686 -2.8110
C 1.7072 2.4501 -2.5594
C 3.0481 2.8419 -1.9242
C 4.2407 2.6525 -2.8732
O 5.2877 1.8307 -2.3102
C 6.3544 2.5407 -1.8734
O 6.5221 2.8412 -0.7382
C 0.1606 -1.2173 -2.3855
C 1.0939 -1.9054 -3.4259
C 2.3317 -2.7255 -2.9938
C 3.5554 -2.3299 -3.8131
I 2.0551 -4.8549 -3.3846
N -1.0478 -0.7649 -3.1174
C -2.4132 -1.0749 -2.6728
C -1.0173 -0.8127 -4.5510
C -1.6615 -1.9963 -5.2362
O -0.5461 0.0773 -5.2044
C -0.1500 -2.2842 -1.3569
O -0.7430 -3.3934 -1.9749
O -1.0494 -1.8877 -0.3175
S -0.9299 -0.4952 0.4553
O -2.2809 -0.0781 0.6731
O -0.0996 -0.7558 1.5898
C -0.1098 0.7484 -0.6331
P 0.8177 1.9927 0.5542
O 1.9075 1.1004 1.3595
Cl -0.5427 2.2978 2.0879
P -1.6670 1.7746 -1.3436
O -1.3087 2.0038 -2.9080
Cl -1.3182 3.7499 -0.7376
H 3.7736 0.0439 -2.0009
H 4.0480 -0.5662 -0.2986
H 1.7756 -0.9958 0.0523
H 2.2693 0.5192 -3.2951
H 0.6437 0.9680 -3.5873
H 1.7020 2.9248 -3.5479
H 0.9148 2.9473 -2.0116
H 2.9841 3.9115 -1.7050
H 3.2501 2.3667 -0.9668
H 3.9336 2.2227 -3.8284
H 4.6662 3.6312 -3.1113
H 7.0817 2.7995 -2.6548
H 0.4540 -2.6171 -3.9411
H 1.4371 -1.1783 -4.1568
H 2.5620 -2.7119 -1.9381
H 4.4347 -2.9018 -3.5282
H 3.3558 -2.5622 -4.8624
H 3.7280 -1.2544 -3.7623
H -2.6396 -0.6548 -1.6972
H -2.6623 -2.1365 -2.6462
H -3.1050 -0.5885 -3.3623
H -2.6177 -1.6694 -5.6456
H -1.0180 -2.2495 -6.0774
H -1.7878 -2.8524 -4.5798
H 0.7683 -2.6262 -0.8750
H -1.4569 -3.7003 -1.4024
H 1.8982 1.2980 2.3065
H -1.3376 2.9367 -3.1576
C -4.5408 1.5725 5.7529
S -4.2958 2.5169 4.2480
O -5.6445 2.8675 3.7263
C -3.6882 1.1460 3.2662
H -4.9637 2.2405 6.5013
H -5.2334 0.7530 5.5550
H -3.5798 1.1887 6.1007
H -4.4377 0.3545 3.2425
H -2.7559 0.7779 3.6953
H -3.5051 1.5072 2.2591
C -1.6236 -2.1870 9.0276
S -2.7616 -1.2904 7.9671
O -2.0030 -0.1531 7.3825
C -3.7689 -0.6170 9.2931
H -0.8750 -2.6507 8.3894
H -1.1456 -1.4904 9.7160
H -2.1695 -2.9562 9.5737
H -3.1405 -0.0315 9.9639
H -4.2523 -1.4328 9.8304
H -4.5241 0.0221 8.8405
```

Computed properties:
- orbital gap (eV) = 8.73
- multiplicity = 1
- lowest unoccupied orbital energy (eV) = 0.39

ORCA calculation (wB97M-V/def2-TZVPD) on C3H6MgO4STl as an isolated structure at a distorted geometry.

The geometry in XYZ format:
```
16
C3H6MgO4STl wB97M-V/def2-TZVPD
Tl 0.5678 1.6079 0.6246
S 3.1298 0.7371 -0.5234
O 3.0762 -0.7651 0.1703
O 2.5255 1.8030 0.5362
O -0.3367 1.4502 -1.0504
C -1.3350 0.5173 -1.2422
C -1.5092 -0.6396 -0.2604
O -0.2891 -1.0727 0.3433
C 0.0906 -0.2632 1.5575
Mg 1.4150 -1.2752 -0.6250
H -1.1001 0.0426 -2.2216
H -2.3225 1.0246 -1.2737
H -1.8852 -1.5210 -0.8016
H -2.2175 -0.3799 0.5405
H 0.9328 -0.8548 1.9625
H -0.7425 -0.4112 2.2634
```

Computed properties:
- net charge = +1
- orbital gap (spin up / spin down) (eV) = 6.03 / 6.03
- multiplicity = 1
- lowest unoccupied orbital energy (spin up / spin down) (eV) = -5.56 / -5.56

ORCA calculation (wB97M-V/def2-TZVPD) on C30H48P2Yb as an isolated structure at a distorted geometry.

The geometry in XYZ format:
```
81
C30H48P2Yb wB97M-V/def2-TZVPD
Yb 0.8710 -0.8182 1.7645
C -1.2166 -1.1226 2.7650
C -0.8526 -2.2945 2.0514
C 0.7031 -1.9659 3.7165
C -0.2799 -0.9537 3.8120
C 0.3488 -2.8032 2.6255
C -2.3855 -0.2386 2.5293
H -2.3485 0.2870 1.5628
H -2.4657 0.5317 3.3089
H -3.3179 -0.8226 2.5348
C -0.4348 0.0340 4.9020
H -1.4306 -0.0446 5.3585
H -0.3088 1.0623 4.5409
H 0.2874 -0.1338 5.7064
C 1.9361 -2.0547 4.5323
H 1.7435 -1.7976 5.5810
H 2.7134 -1.3560 4.1856
H 2.3570 -3.0665 4.5286
C 1.2556 -3.7605 1.9604
H 2.1318 -3.9991 2.5753
H 1.6310 -3.4004 0.9793
H 0.7264 -4.7035 1.7661
C -1.5624 -2.8714 0.8864
H -1.5800 -3.9698 0.9385
H -1.1005 -2.6139 -0.0838
H -2.6037 -2.5284 0.8620
C -1.9060 2.4508 -1.0432
C -2.9323 1.6815 -0.6361
C -2.9567 0.1864 -0.8242
C -2.7902 -0.2960 -2.3107
C -1.4993 -0.7959 -2.8132
C -0.1510 -0.6382 -2.2248
C -0.0672 0.6338 -1.2969
C -0.8057 1.8686 -1.8788
H -3.8899 -0.2379 -0.4113
H -3.2048 0.5008 -2.9582
H -2.1725 -0.3178 -0.2445
H -1.3175 1.5153 -2.8753
H -1.8543 3.5247 -0.8130
H -3.7732 2.0910 -0.0642
H -0.0818 2.6674 -2.1103
H -0.5319 0.3978 -0.3239
H 0.0832 -1.5398 -1.6020
H 0.9754 0.9015 -1.0572
H -3.5213 -1.1218 -2.4080
H -1.6064 -1.6037 -3.5507
P -0.7039 1.2893 -4.4089
C -0.8472 3.0237 -4.8748
C -1.8785 0.3861 -5.4359
P 1.3117 -0.7533 -3.4552
C 1.0049 0.7346 -4.5106
C 1.0838 -2.0897 -4.6669
C 3.0762 -0.8706 -3.0863
H 0.0814 3.5625 -4.6538
H -1.6616 3.4755 -4.2930
H -1.0857 3.0983 -5.9426
H -1.8334 0.7760 -6.4623
H -2.8990 0.5314 -5.0607
H -1.6796 -0.6914 -5.4580
H 3.6789 -0.6938 -3.9905
H 3.3118 -1.8828 -2.7297
H 3.3902 -0.1446 -2.3294
H 1.6879 1.5542 -4.2285
H 1.2255 0.5095 -5.5735
H 1.8262 -2.8699 -4.4720
H 1.2792 -1.7262 -5.6831
H 0.0854 -2.5293 -4.6210
C 2.1837 1.5637 1.3936
C 2.0847 1.8308 2.7868
C 2.8963 1.1300 3.7348
C 2.7980 1.4299 5.0918
C 1.9353 2.4451 5.5396
C 1.1066 3.1204 4.6229
C 1.1309 2.7795 3.2767
H 3.1177 1.1522 1.0090
H 1.5668 2.1714 0.7310
H 3.6506 0.4187 3.3685
H 3.4224 0.8945 5.8164
H 1.9077 2.7106 6.6021
H 0.4467 3.9216 4.9738
H 0.4841 3.2775 2.5462
```

Computed properties:
- expectation value of S² = 0.763
- net charge = +1
- orbital gap (spin up / spin down) (eV) = 4.94 / 4.51
- multiplicity = 2
- lowest unoccupied orbital energy (spin up / spin down) (eV) = -2.92 / -3.35

ORCA calculation (wB97M-V/def2-TZVPD) on C42H48MgN5OTe as an isolated structure.

The geometry in XYZ format:
```
98
C42H48MgN5OTe wB97M-V/def2-TZVPD
Mg -0.3910 1.0689 0.4032
C 0.9364 -3.2746 1.3318
C 1.7330 -2.1993 2.0192
C 2.4173 -2.5041 3.1947
C 3.1141 -1.5347 3.8936
C 3.1102 -0.2211 3.4437
C 2.4334 0.1273 2.2852
C 2.3946 1.5598 1.8162
C 1.7780 -0.8835 1.5724
N 1.0314 -0.4813 0.4067
C 1.2976 -0.9601 -0.7445
C 2.5221 -1.7417 -1.0833
C 0.3172 -0.6458 -1.8756
C 0.4438 -1.4675 -3.1181
N -0.5752 0.2300 -1.6338
C -1.4339 0.7449 -2.6688
C -2.8070 0.7983 -2.4135
C -3.3612 0.2601 -1.1325
C -3.6515 1.3324 -3.3717
C -3.1429 1.8406 -4.5576
C -1.7800 1.8321 -4.7723
C -0.8962 1.2973 -3.8364
C 0.5801 1.4246 -4.1128
H 0.3991 -3.8629 2.0762
H 1.5855 -3.9639 0.7849
H 0.1970 -2.8819 0.6359
H 2.3898 -3.5227 3.5633
H 3.6632 -1.8002 4.7871
H 3.6344 0.5471 3.9989
H 3.1808 2.1452 2.2903
H 1.4484 2.0507 2.0836
H 2.5179 1.6618 0.7376
H 3.1925 -1.8084 -0.2315
H 3.0359 -1.2414 -1.9074
H 2.2763 -2.7512 -1.4190
H 0.4176 -2.5227 -2.8344
H 1.3862 -1.2886 -3.6365
H -0.3796 -1.2695 -3.7980
H -3.1243 -0.7980 -1.0229
H -4.4427 0.3812 -1.0918
H -2.9483 0.7885 -0.2650
H -4.7159 1.3688 -3.1757
H -3.8081 2.2640 -5.2981
H -1.3728 2.2691 -5.6761
H 0.7907 2.4194 -4.5033
H 0.9061 0.7043 -4.8669
H 1.1887 1.2911 -3.2211
C -0.1250 -5.4942 -2.0337
C -1.2823 -4.7461 -1.4242
C -1.6274 -4.9061 -0.0892
C -2.7053 -4.2401 0.4818
C -3.4825 -3.3913 -0.2955
N -4.6362 -2.7139 0.1759
C -5.2118 -2.7564 1.4381
O -6.4050 -2.8490 1.5874
N -4.3649 -2.6712 2.5408
C -3.1849 -1.9366 2.7163
C -2.4807 -2.0697 3.9071
C -1.3378 -1.3216 4.1023
C -0.9210 -0.4603 3.1052
N -1.5918 -0.3164 1.9557
C -2.7031 -1.0376 1.7725
C -3.1570 -3.2299 -1.6426
C -2.0743 -3.8938 -2.1916
H 0.4108 -6.0708 -1.2806
H 0.5882 -4.8179 -2.5121
H -0.4678 -6.1888 -2.8020
H -1.0543 -5.5901 0.5264
H -2.9567 -4.4252 1.5158
H -5.3542 -2.5887 -0.5236
H -4.8415 -2.9490 3.3861
H -2.8362 -2.7471 4.6748
H -0.7749 -1.3956 5.0223
H -0.0298 0.1378 3.2417
H -3.2475 -0.8835 0.8593
H -3.7777 -2.6003 -2.2712
H -1.8614 -3.7665 -3.2477
C 5.0057 6.5671 1.4809
C 3.8227 5.7211 1.0930
C 2.7416 5.5617 1.9406
C 1.5963 4.8569 1.5638
C 0.4925 4.7422 2.5853
C 1.5417 4.2937 0.2827
Te -0.2793 3.5423 -0.5109
C 2.6497 4.3989 -0.5783
C 2.6721 3.7752 -1.9498
C 3.7666 5.1054 -0.1535
H 4.9908 6.8106 2.5422
H 4.9999 7.5048 0.9222
H 5.9456 6.0621 1.2545
H 2.7696 6.0164 2.9260
H 0.3361 5.6970 3.0883
H 0.7618 4.0148 3.3576
H -0.4502 4.4365 2.1399
H 2.4765 2.7019 -1.8928
H 3.6453 3.9252 -2.4171
H 1.9073 4.2039 -2.5987
H 4.6123 5.1996 -0.8274
```

Computed properties:
- net charge = +1
- orbital gap (eV) = 6.02
- multiplicity = 1
- lowest unoccupied orbital energy (eV) = -3.53

ORCA calculation (wB97M-V/def2-TZVPD) on C17H15FN2O3 as an isolated structure at a distorted geometry.

The geometry in XYZ format:
```
38
C17H15FN2O3 wB97M-V/def2-TZVPD
C 3.4508 -4.1508 -0.7958
H 4.3408 -4.4160 -0.3847
O 3.4532 -2.6237 -0.8021
C 2.5583 -1.8914 -1.1940
C 1.4993 -2.2626 -1.6294
C 0.4552 -1.6359 -2.0825
C 0.6627 -0.3784 -1.9713
C 1.7721 0.3987 -1.6610
C 2.8037 -0.4811 -1.2532
O 3.9654 -0.1038 -0.6306
C 4.1336 1.1703 -0.7692
H 5.2628 1.3670 -0.3529
H 3.6322 1.8843 0.1899
H 4.1050 1.6858 -1.6177
H 1.9156 1.4843 -1.5807
C -0.5205 0.5747 -2.4739
C -1.5904 0.6125 -1.3410
N -2.7176 -0.1198 -1.5483
N -3.5496 0.1837 -0.4832
C -2.7077 0.7222 0.3239
C -2.9197 1.3419 1.6244
C -2.0700 1.8543 2.3160
C -2.4455 2.3903 3.6106
C -3.5944 1.8895 4.2276
C -4.5489 1.4931 3.3240
C -4.2632 0.9382 2.2837
H -4.7635 0.3345 1.8316
H -5.5448 1.0431 3.9003
F -3.8097 2.3502 5.5150
H -1.6972 3.0222 4.3271
H -1.2001 2.3721 1.8415
O -1.4660 1.3202 -0.3399
H -0.2643 1.7257 -2.5719
H -0.8757 0.4372 -3.3931
H -0.4964 -1.9913 -2.4712
H 1.0458 -3.5576 -1.8973
H 3.3661 -4.2870 -1.9319
H 2.6226 -4.6965 -0.1387
```

Computed properties:
- orbital gap (eV) = 8.30
- multiplicity = 1
- lowest unoccupied orbital energy (eV) = 0.14

The evaluated E for the records listed, in turn: -4801.830152, -1189.233529, -3012.797934, -2446.341063, -1091.382115 hartree.